Record 1
The following is a DFT calculation (ωB97M-V/def2-TZVPD) of an isolated molecule of C16H22O4.

Output
**Orbital gap**: 8.8 eV
**E_HOMO**: -8.752 eV
**ΔE to the lowest compared entry with this formula, charge and spin**: 350.34 kJ/mol

XYZ file:
```
42
Properties=species:S:1:pos:R:3:forces:R:3:mulliken_charge:R:1
H -1.996520 -1.336266 2.435231 -0.096 -0.145 -0.314 0.349
C 0.256761 3.110674 -2.475810 -0.443 0.152 1.807 -0.960
H 0.343175 2.537180 -3.370002 -0.510 -0.772 -0.622 0.374
C 0.517590 -1.948635 -1.127414 0.404 -0.921 -0.609 -1.949
C 0.303205 -0.822733 1.071652 1.146 1.806 0.261 -0.053
C 1.330861 1.506863 0.848214 0.219 -0.591 1.903 0.457
H 2.710053 4.144327 -2.060932 -0.244 -0.395 0.360 0.301
H 3.388355 0.318015 2.518988 -0.126 0.132 -0.193 0.330
H -1.978107 -3.053968 -0.034909 0.374 -1.462 -0.997 0.239
O 1.356728 0.045974 2.993643 0.408 1.053 -0.834 -0.476
C 2.467287 3.315921 -1.376735 -0.569 -0.347 -0.186 -1.321
C 0.297388 0.495491 -1.105120 -0.057 -0.427 1.215 -1.206
H -1.003388 3.287276 -0.999379 0.019 0.256 0.667 0.362
H 1.633015 -1.960230 -1.060694 -0.858 0.236 0.123 0.352
H -2.114910 -1.996168 -2.308045 0.271 -1.118 -0.309 0.415
O 1.920230 2.437927 1.360973 0.004 0.002 0.312 -0.641
O -1.079608 3.028077 -1.909454 0.690 -0.123 -1.696 -0.518
O -3.624909 -2.013615 0.590461 0.374 -0.242 0.235 -0.574
H 3.262653 3.016478 -0.682549 -0.548 0.133 -0.283 0.266
H 0.148811 -2.885821 -0.678210 0.294 0.249 -0.321 0.436
H -3.362186 -0.890481 -1.811671 -0.155 0.053 -0.144 0.534
H 2.702813 1.537796 3.636982 -0.067 -0.308 -0.256 0.267
H -4.055713 -1.760312 -0.236070 0.372 -0.174 0.120 0.339
C 0.960061 1.533784 -0.553621 -1.047 -1.106 -1.727 -0.216
C -0.152899 -0.773103 -0.397732 0.980 0.283 0.493 2.942
H -2.062218 -0.010496 0.082186 -0.129 -0.644 -0.392 0.223
C -2.289735 -1.058579 -1.849676 -0.009 1.145 1.286 -1.715
C -0.099416 -2.066868 1.838606 1.031 -0.194 0.669 -1.286
H 0.307138 -2.020863 2.872590 -0.364 0.094 -0.696 0.376
H -1.880370 -0.293311 -2.486309 0.062 0.364 -0.305 0.391
H 0.103886 0.506186 -2.160275 -0.224 0.135 -0.376 0.408
C -1.596866 -2.182990 1.853270 -0.885 1.304 -0.204 -0.884
C -1.699846 -0.940925 -0.417490 -0.043 0.222 0.002 0.378
H -1.914480 -3.065618 2.370570 -0.220 -0.662 0.166 0.410
C 0.980171 0.251848 1.665023 -0.904 -2.566 -1.226 0.363
H 0.523492 4.118386 -2.752071 -0.173 0.558 -0.118 0.466
H 3.078513 -0.106016 4.168832 -0.507 -0.261 0.119 0.290
C 1.274204 2.676485 -1.449546 2.100 0.818 0.462 0.445
C 2.688821 0.480772 3.339373 0.079 0.406 0.003 -0.776
C -2.187879 -2.141877 0.434992 -1.017 2.193 1.079 0.140
H 0.279484 -3.025631 1.435495 0.295 0.642 -0.237 0.310
H 0.264354 -1.994952 -2.213366 0.074 0.223 0.762 0.413
```
Positions in Å, forces in eV/Å.

Record 2
The following is a DFT calculation (ωB97M-V/def2-TZVPD) of an isolated molecule of C16H22O5.

Output
**Orbital gap**: 9.4 eV
**E_HOMO**: -8.550 eV
**ΔE to the lowest compared entry with this formula, charge and spin**: 52.23 kJ/mol

XYZ file:
```
43
Properties=species:S:1:pos:R:3:forces:R:3:mulliken_charge:R:1
O 0.373419 1.152865 1.188894 -0.029 -0.141 0.358 -0.200
H -1.587822 -1.848953 -1.389284 -0.059 -0.063 -0.093 0.492
H -4.012991 0.290183 3.234381 0.009 0.032 0.082 0.387
C -1.642224 0.218066 -1.993123 -0.061 -0.307 -0.595 -0.959
C 4.310072 -1.326067 -0.125690 0.457 -0.070 0.261 -0.276
C 5.258581 -0.721633 -1.143539 -0.421 -0.116 0.161 -1.170
C 0.435608 2.552695 1.473454 0.156 0.498 -0.080 -0.233
O 2.970992 -1.025080 -0.528224 0.101 0.154 -0.454 -0.243
H 2.317818 2.410341 2.507392 0.053 -0.004 0.092 0.320
C 2.016948 -1.177811 0.383868 -0.372 -0.193 0.352 -0.185
H -0.942297 0.951561 -2.400908 -0.129 -0.082 -0.007 0.488
C 0.452349 -1.194865 -1.608630 -0.186 0.017 0.029 -1.039
H 1.031692 -0.532068 -2.253715 0.051 -0.114 0.001 0.330
O -1.900338 0.667671 -0.679356 -0.113 0.064 0.350 -0.406
C -3.892446 -0.744747 -0.474423 0.216 0.094 -0.284 -0.537
H 6.285104 -0.929613 -0.856035 0.108 -0.021 0.013 0.404
C -1.015010 -1.179115 -2.035054 0.097 0.344 0.169 -0.709
H 2.453267 2.894502 0.809268 0.056 0.032 -0.038 0.314
H 4.423073 -2.414900 -0.073068 -0.042 0.150 0.053 0.286
H 1.873268 4.052650 2.013502 0.025 0.120 0.044 0.416
C -4.952253 -0.852725 1.684783 -0.138 -0.090 0.028 -0.485
H -2.216047 1.135109 1.763046 0.100 0.082 0.047 0.329
O 1.021182 1.516289 -0.928939 0.007 0.211 -0.095 -0.576
H -5.646079 -1.880495 -0.057182 -0.050 -0.046 -0.031 0.372
H 4.478250 -0.916739 0.876457 -0.035 -0.109 -0.160 0.331
H -5.738760 -1.228782 2.321073 -0.064 -0.033 0.050 0.386
C -4.898399 -1.217142 0.352943 -0.067 -0.015 0.120 -0.739
C -2.922319 0.112207 0.034775 -0.121 0.014 0.234 0.875
H 5.070234 -1.144110 -2.126609 0.050 -0.023 -0.126 0.299
C -3.984759 -0.000952 2.194816 0.012 0.003 -0.015 -0.552
H 0.838064 -2.209452 -1.726368 0.054 0.036 -0.007 0.483
C 1.867095 3.007340 1.717918 -0.269 -0.257 -0.104 -1.297
C 0.688364 0.775961 -0.043186 -0.077 -0.317 -0.119 -0.147
H -1.083532 -1.553417 -3.058252 -0.068 -0.035 -0.006 0.400
H -0.004464 3.101349 0.634510 -0.017 -0.074 0.163 0.339
C -2.979594 0.477319 1.381014 0.136 0.028 -0.182 -0.216
H -2.560468 0.245036 -2.593142 0.077 0.046 0.080 0.494
H -3.883581 -1.049121 -1.509532 0.050 -0.009 -0.080 0.319
H -0.105885 -1.136099 0.515212 0.142 0.019 -0.018 0.504
H 5.112777 0.353869 -1.195893 0.039 0.109 -0.018 0.295
H -0.174694 2.686643 2.368838 0.019 -0.036 -0.131 0.366
C 0.659371 -0.748195 -0.160290 0.259 0.185 -0.095 1.358
O 2.206436 -1.569575 1.504298 0.043 -0.083 0.047 -0.618
```
Positions in Å, forces in eV/Å.

Question: The highest orbital gap belongs to which entry?
Answer: C16H22O5